i:
Formula: C3H5NO3
Source: the OMol25 dataset
Level of theory: ωB97M-V with the def2-TZVPD basis set

E_HOMO	-10.705	eV
orbital gap	9.969	eV
LUMO level	-0.7	eV
structure (SMILES)	C=C(CO)[N+](=O)[O-]

```
12
C3H5NO3 (ωB97M-V with the def2-TZVPD basis set)
C 0.12495 1.67213 0.25757
C 0.23801 0.35751 0.13969
C -1.05182 -0.64353 0.38739
O -1.37320 -1.36203 -0.75371
N 1.42852 -0.24132 -0.38538
O 2.38144 0.47669 -0.57811
O 1.39994 -1.43554 -0.61002
H 0.94038 2.33468 0.01350
H -0.79104 2.11989 0.60130
H -1.90109 -0.02365 0.66183
H -0.76405 -1.30116 1.22258
H -0.63201 -1.95367 -0.95664
```

=====

ii:
Formula: C3H5NO3
Source: the OMol25 dataset
Level of theory: ωB97M-V with the def2-TZVPD basis set

E_HOMO	-9.474	eV
orbital gap	9.223	eV
LUMO level	-0.3	eV

```
12
C3H5NO3 (ωB97M-V with the def2-TZVPD basis set)
C -1.19349 -0.67517 0.86288
C 1.16876 -0.02004 0.13022
C 0.75258 -0.26724 -1.38254
H -1.46834 2.26869 0.69646
H -1.45943 -1.70648 1.47399
H 2.07883 -0.68545 0.22085
H 1.60570 1.05344 0.50079
H 1.41320 0.32078 -2.20345
N -1.97416 0.18630 0.46293
O -0.85345 1.09866 0.19950
O 0.13766 -0.79269 0.91737
O -0.20785 -0.78078 -1.87901
```

=====

Stability, highest: i

=====

i:
Formula: C3H5NO3
Source: the OMol25 dataset
Level of theory: ωB97M-V with the def2-TZVPD basis set

E_HOMO	-9.693	eV
orbital gap	9.888	eV
LUMO level	0.2	eV
structure (SMILES)	O=CCC(=O)NO

```
12
C3H5NO3 (ωB97M-V with the def2-TZVPD basis set)
O -1.38501 -1.16275 1.07868
C -0.91272 -1.47275 -0.02990
C 0.04510 -0.70169 -0.85786
C 0.37710 0.60584 -0.41423
O 0.87536 1.55029 -1.06334
N 0.39777 0.69893 0.97961
O 0.76432 1.96935 1.52878
H -1.15819 -2.54912 -0.42215
H -0.31677 -0.57578 -1.91335
H 0.90366 -1.27201 -0.97753
H -0.45151 0.37387 1.39712
H 0.86089 2.53583 0.69419
```

=====

ii:
Formula: C3H5NO3
Source: the OMol25 dataset
Level of theory: ωB97M-V with the def2-TZVPD basis set

E_HOMO	-10.307	eV
orbital gap	9.594	eV
LUMO level	-0.7	eV
structure (SMILES)	C=C(CO)[N+](=O)[O-]

```
12
C3H5NO3 (ωB97M-V with the def2-TZVPD basis set)
C -0.14940 1.52052 -0.64445
C 0.09306 0.43035 0.11094
C -1.01475 -0.69808 0.51419
O -0.95420 -1.62934 -0.46735
N 1.41999 -0.01085 0.14962
O 2.31287 0.76304 0.30751
O 1.63930 -1.20305 0.14160
H 0.50528 2.29219 -0.84599
H -1.17990 1.78493 -0.89214
H -2.07401 -0.30560 0.71064
H -0.63091 -1.06739 1.49175
H 0.03267 -1.87673 -0.57633
```

=====

iii:
Formula: C3H5NO3
Source: the OMol25 dataset
Level of theory: ωB97M-V with the def2-TZVPD basis set

E_HOMO	-9.766	eV
orbital gap	10.221	eV
LUMO level	0.5	eV
structure (SMILES)	O=C(O)O.C=C=N

```
12
C3H5NO3 (ωB97M-V with the def2-TZVPD basis set)
O 3.00237 0.39901 0.67444
C 1.93767 -0.05235 0.95973
O 1.27993 -1.04958 0.18866
O 1.16469 0.33840 1.95562
H 1.70098 -0.94362 -0.63270
H 0.31011 -0.13421 1.96266
C -1.51742 0.34702 -1.82609
C -1.64785 0.17105 -0.53146
N -1.42124 -0.25230 0.60802
H -0.72413 1.14117 -2.05146
H -2.10114 -0.14067 -2.56034
H -1.98397 0.17609 1.25291
```

=====

Stability, highest: iii

=====

i:
Formula: C3H5NO3
Source: the OMol25 dataset
Level of theory: ωB97M-V with the def2-TZVPD basis set

E_HOMO	-9.287	eV
orbital gap	10.008	eV
LUMO level	0.7	eV

```
12
C3H5NO3 (ωB97M-V with the def2-TZVPD basis set)
N -1.50238 -0.88050 0.08136
C -0.63714 -0.26209 0.82539
O -0.29652 -0.84565 1.84523
C 0.06780 0.99265 0.52376
O 1.31279 0.69747 -0.11387
C 1.31004 0.04650 -1.23904
O 0.33395 -0.14311 -1.96289
H -0.87570 -0.69506 -1.09342
H -1.87106 -1.78536 0.32590
H -0.57473 1.59328 -0.12053
H 0.35473 1.51750 1.42978
H 2.32462 -0.21806 -1.52679
```

=====

ii:
Formula: C3H5NO3
Source: the OMol25 dataset
Level of theory: ωB97M-V with the def2-TZVPD basis set

E_HOMO	-9.271	eV
orbital gap	9.990	eV
LUMO level	0.7	eV
structure (SMILES)	CC(=O)O/C=N\O

```
12
C3H5NO3 (ωB97M-V with the def2-TZVPD basis set)
C -0.03598 2.39645 -0.57522
C 0.41174 1.23951 0.14655
O 1.45034 1.13184 0.70076
O -0.50414 0.21903 0.06037
C 0.20217 -0.86134 0.47569
N -0.15488 -2.09593 0.22364
O -1.12845 -2.12875 -0.73387
H -1.01057 2.66842 -0.12394
H 0.72383 3.30781 -0.54716
H -0.45850 2.01377 -1.67967
H 1.17052 -0.60559 0.97552
H -1.35071 -3.13757 -0.69040
```

=====

Stability, highest: i

=====

i:
Formula: C2H5BrClN
Source: the OMol25 dataset
Level of theory: ωB97M-V with the def2-TZVPD basis set

E_HOMO	-8.755	eV
orbital gap	7.494	eV
LUMO level	-1.3	eV

```
10
C2H5BrClN (ωB97M-V with the def2-TZVPD basis set)
C 0.65099 1.11892 -0.00267
C -0.60154 -1.59810 0.81127
N -0.48575 1.00738 -0.82688
Cl -1.26127 -2.43856 2.04702
Br -0.02189 -2.65985 -0.64885
H 1.53762 0.66003 -0.38019
H 0.95798 2.09991 0.13428
H 0.68387 0.69125 1.06863
H -0.21110 0.71152 -1.71957
H -1.24892 0.40749 -0.48303
```

=====

ii:
Formula: C2H5BrClN
Source: the OMol25 dataset
Level of theory: ωB97M-V with the def2-TZVPD basis set

E_HOMO	-9.766	eV
orbital gap	10.473	eV
LUMO level	0.7	eV

```
10
C2H5BrClN (ωB97M-V with the def2-TZVPD basis set)
C 1.03340 -0.44460 0.38142
C -0.33403 0.44214 0.17845
N -1.35169 -0.35941 -0.44702
Cl -1.03090 0.95664 1.71022
Br 0.19215 2.02886 -0.79980
H 1.31101 -0.37583 -0.68790
H 1.78840 0.21781 0.71062
H 1.46984 -1.44329 0.89067
H -1.18362 -1.27725 -0.88295
H -1.89457 0.25493 -1.05370
```

=====

Stability, highest: ii

=====

i:
Formula: C6H15N2
Source: the OMol25 dataset
Level of theory: ωB97M-V with the def2-TZVPD basis set

total charge	+1
E_HOMO	-11.959	eV
orbital gap	4.364	eV
LUMO level	-7.6	eV

```
23
C6H15N2 (ωB97M-V with the def2-TZVPD basis set)
N -3.44869 -0.57154 1.03459
C 0.60178 3.09851 -3.96398
C 1.29799 1.80400 -4.05035
N -0.38458 -0.72792 0.42928
C 0.99078 -0.92616 0.17290
C 1.59285 -1.59495 1.40882
C 0.86774 -0.80415 2.51219
C -0.56357 -0.56219 1.89421
H -2.69343 -0.94730 0.48129
H -4.27939 -1.06579 0.79162
H -3.58300 0.42937 0.74356
H 1.13897 3.76240 -3.27087
H -0.38399 3.50585 -3.58136
H 1.02350 0.61564 -4.38500
H 2.14197 1.57686 -3.32613
H 0.74791 0.20996 0.39366
H 1.18432 -1.59510 -0.68791
H 1.14935 -2.55705 1.18653
H 2.68833 -1.67164 1.48681
H 1.28011 0.21346 2.69642
H 0.78049 -1.33151 3.45816
H -0.91258 0.40268 2.18570
H -1.23688 -1.26341 2.38985
```

=====

ii:
Formula: C6H15N2
Source: the OMol25 dataset
Level of theory: ωB97M-V with the def2-TZVPD basis set

total charge	+1
E_HOMO	-12.239	eV
orbital gap	6.757	eV
LUMO level	-5.5	eV

```
23
C6H15N2 (ωB97M-V with the def2-TZVPD basis set)
C 1.56988 -0.92545 -1.62175
C 1.42141 -1.27013 -2.91278
C 2.27735 0.96724 -0.22330
N 1.99468 0.42639 -1.36005
H 1.21336 -1.48412 -0.75736
H 1.69477 -0.55881 -3.76657
H 0.99378 -2.25590 -3.20370
H 2.57952 2.00859 -0.17092
H 2.18203 0.40523 0.68240
H 1.95940 1.05155 -2.20477
C -0.15351 -0.34172 1.14158
C -1.59714 -0.12997 1.52894
C -1.87672 1.41045 1.61741
N -2.51981 -0.79903 0.55366
H 0.47721 0.13360 1.92205
H 0.07623 -1.42541 1.11825
H -0.00698 0.13253 0.14769
H -1.77429 -0.61255 2.52459
H -2.95006 1.61249 1.85230
H -1.23462 1.95630 2.36283
H -1.62907 1.86822 0.61544
H -2.31099 -1.79470 0.52647
H -2.38645 -0.37478 -0.37242
```

=====

iii:
Formula: C6H15N2
Source: the OMol25 dataset
Level of theory: ωB97M-V with the def2-TZVPD basis set

total charge	+1
E_HOMO	-13.500	eV
orbital gap	10.268	eV
LUMO level	-3.2	eV

```
23
C6H15N2 (ωB97M-V with the def2-TZVPD basis set)
C -0.48452 2.41803 -0.47631
C -1.46884 -1.48626 0.28050
C -0.39016 0.06196 1.91250
C 1.89354 0.43934 -0.26086
C -0.14058 -0.85465 0.71142
C 0.51306 -0.09927 -0.43319
N -0.74516 1.27837 -0.88477
N 0.33625 -0.80674 -1.73645
H -1.17857 3.20834 -0.74534
H 0.36784 2.72192 0.12875
H -1.98464 -1.87259 1.15364
H -1.34336 -2.32249 -0.40483
H -2.11079 -0.73466 -0.17273
H 0.52215 0.53499 2.25916
H -1.10946 0.83062 1.64670
H -0.80348 -0.51349 2.73389
H 2.15998 1.12404 -1.06669
H 2.61478 -0.38190 -0.24320
H 1.98472 0.97132 0.68283
H 0.55191 -1.64707 1.02651
H 0.99185 -0.44906 -2.44315
H -0.63227 -0.59583 -2.03006
H 0.45575 -1.82488 -1.63833
```

=====

iv:
Formula: C6H15N2
Source: the OMol25 dataset
Level of theory: ωB97M-V with the def2-TZVPD basis set

total charge	+1
E_HOMO	-14.623	eV
orbital gap	11.908	eV
LUMO level	-2.7	eV
structure (SMILES)	CC[C@@H](N)[N+]1(C)CC1

```
23
C6H15N2 (ωB97M-V with the def2-TZVPD basis set)
C 2.83280 0.29347 -0.25076
C 1.35422 0.66568 -0.01294
C 0.41130 -0.37970 -0.42351
N 0.85342 -1.62603 0.13909
N -1.14723 0.11203 0.01686
C -1.30187 0.27056 1.49850
C -1.94397 0.87889 -0.94650
C -2.15610 -0.56949 -0.69741
H 3.02481 -0.67642 -0.77283
H 3.38388 0.49624 0.68197
H 3.42327 1.08199 -0.77476
H 1.18557 1.68906 -0.43975
H 1.08576 0.93651 1.05143
H 0.37721 -0.49981 -1.52212
H 0.79610 -1.44979 1.10754
H 0.16593 -2.31942 0.00924
H -0.86821 1.21227 1.90583
H -2.32497 -0.12099 1.78722
H -0.52585 -0.43073 1.90456
H -1.40691 0.87486 -1.96395
H -2.53100 1.71891 -0.66372
H -2.94875 -1.01727 -0.07969
H -1.73943 -1.14082 -1.55431
```

=====

Stability, highest: iii

=====

i:
Formula: C2H6N2
Source: the OMol25 dataset
Level of theory: ωB97M-V with the def2-TZVPD basis set

E_HOMO	-8.607	eV
orbital gap	9.540	eV
LUMO level	0.9	eV
structure (SMILES)	C=N.C=N

```
10
C2H6N2 (ωB97M-V with the def2-TZVPD basis set)
C 1.02650 1.58338 2.70055
N 0.74914 0.37725 2.62095
H 1.23218 2.04465 3.72601
H 1.27291 2.36459 1.84009
H 1.24356 -0.40168 2.18212
C -1.31679 -0.87952 -2.81757
N -0.32968 -1.59843 -2.30283
H -1.08330 0.04562 -3.52661
H -2.31976 -0.95585 -2.45367
H -0.47475 -2.58002 -1.96905
```

=====

ii:
Formula: C2H6N2
Source: the OMol25 dataset
Level of theory: ωB97M-V with the def2-TZVPD basis set

E_HOMO	-9.237	eV
orbital gap	10.160	eV
LUMO level	0.9	eV
structure (SMILES)	[H]/N=C\NC

```
10
C2H6N2 (ωB97M-V with the def2-TZVPD basis set)
H -1.59742 0.42307 -0.02875
N -1.44159 -0.54570 0.36129
C -0.22250 -0.86546 0.39680
N 0.83506 -0.16304 -0.21043
C 0.60503 1.22530 -0.43145
H 0.16698 -1.81763 0.58849
H 1.75665 -0.49758 0.10778
H 1.53805 1.62065 -0.98026
H -0.36670 1.22446 -1.06813
H 0.45297 1.84922 0.53278
```

=====

Stability, highest: ii

=====

i:
Formula: CH2O2S3
Source: the OMol25 dataset
Level of theory: ωB97M-V with the def2-TZVPD basis set

E_HOMO	-9.588	eV
orbital gap	7.860	eV
LUMO level	-1.7	eV

```
8
CH2O2S3 (ωB97M-V with the def2-TZVPD basis set)
C -1.40023 0.40349 0.78340
O -1.44026 -1.41158 -0.93973
O 0.32650 -1.47433 0.70493
S -0.85597 1.61259 0.07758
S 1.88015 1.16062 -0.16002
S -1.13244 -1.56775 0.45698
H 1.33424 -0.11944 0.30079
H 1.28802 1.39639 -1.22393
```

=====

ii:
Formula: CH2O2S3
Source: the OMol25 dataset
Level of theory: ωB97M-V with the def2-TZVPD basis set

E_HOMO	-9.946	eV
orbital gap	9.370	eV
LUMO level	-0.6	eV
structure (SMILES)	O=S1(=O)S[C@H]1S

```
8
CH2O2S3 (ωB97M-V with the def2-TZVPD basis set)
O 1.35330 -1.12888 -1.24235
S 1.14470 -0.30622 -0.01978
O 1.86876 -0.49852 1.15716
S 0.62417 1.70276 -0.18014
C -0.44537 0.30185 0.43625
S -2.10834 0.04660 -0.35448
H -0.76109 0.42120 1.67694
H -1.67613 -0.53879 -1.47360
```

=====

Stability, highest: ii

=====

i:
Formula: CH5N3S2
Source: the OMol25 dataset
Level of theory: ωB97M-V with the def2-TZVPD basis set

E_HOMO	-8.385	eV
orbital gap	8.641	eV
LUMO level	0.3	eV
structure (SMILES)	NNC(=S)NS

```
11
CH5N3S2 (ωB97M-V with the def2-TZVPD basis set)
N -1.01088 1.32315 0.88189
N -0.99579 -0.06788 0.89711
C -0.06563 -0.86900 0.24940
S 0.22791 -2.41516 0.78528
N 0.54198 -0.23413 -0.77193
S 1.47090 -0.99444 -1.93562
H -0.08792 1.70751 0.69082
H -1.57434 1.56573 0.03759
H -1.23039 -0.40252 1.80839
H 0.11252 0.67007 -1.04693
H 2.61164 -0.28333 -1.59599
```

=====

ii:
Formula: CH5N3S2
Source: the OMol25 dataset
Level of theory: ωB97M-V with the def2-TZVPD basis set

E_HOMO (spin up / spin down)	-7.736 / -7.417	eV
orbital gap (spin up / spin down)	7.454 / 7.431	eV
LUMO level (spin up / spin down)	-0.3 / 0.0	eV

```
11
CH5N3S2 (ωB97M-V with the def2-TZVPD basis set)
C -0.59169 -0.25241 1.03632
N 1.75326 0.00197 0.08132
N -0.29754 1.09658 0.59805
N 1.15250 1.12936 0.37515
S -0.83412 -1.94240 -1.61289
S 0.66770 -1.40022 0.08683
H -0.20092 -0.29239 2.06601
H -1.50135 -0.49603 0.54357
H -0.80368 1.30497 -0.25769
H 1.48883 1.82202 -0.35064
H -0.83299 -0.97145 -2.56602
```

=====

Stability, highest: i